1.
5 unconnected molecules or ions with the total composition CH10O5 at a distorted geometry, computed with ωB97M-V with the def2-TZVPD basis set.

Calculated values
HOMO	-0.375	Eh
ΔE to the lowest compared entry with this formula, charge and spin	115.7	kJ/mol
gap between HOMO and LUMO	10.599	eV
maximum force	0.080	hartree/bohr

Structure (XYZ):
```
16
CH10O5 | the OMol25 dataset | ωB97M-V with the def2-TZVPD basis set
O 3.085 -4.065 -1.702
C 3.839 -3.465 -0.998
H 4.833 -3.880 -0.654
H 3.494 -2.767 -0.241
H 0.219 0.978 1.641
H 0.114 -0.100 0.452
O -0.013 0.104 1.462
H -1.523 0.890 1.189
H -3.103 1.147 1.579
O -2.233 1.574 1.379
H -2.112 -0.706 -0.762
H -1.344 0.461 -1.485
O -1.223 -0.441 -0.984
H -0.709 3.835 -0.580
H -1.753 2.967 0.265
O -1.573 3.467 -0.561
```

Electronic structure analysis, natural (NBO) charges in units of e: -0.4745, 0.2748, 0.0968, 0.1030, 0.4710, 0.5153, -0.9543, 0.5025, 0.4865, -1.0156, 0.4817, 0.4976, -0.9667, 0.4632, 0.5041, -0.9856

=====

2.
C5H8O2 in the gas phase, computed with ωB97M-V with the def2-TZVPD basis set.

Calculated values
HOMO	-0.359	Eh
ΔE to the lowest compared entry with this formula, charge and spin	55.7	kJ/mol
gap between HOMO and LUMO	10.334	eV
maximum force	0.010	hartree/bohr

Structure (XYZ):
```
15
C5H8O2 | the OMol25 dataset | ωB97M-V with the def2-TZVPD basis set
C -0.253 -0.379 -0.757
C 1.259 0.521 1.108
C -1.086 -1.072 0.318
C 1.164 -0.004 -0.291
C -0.857 0.947 -1.160
O 2.100 -0.105 -1.038
O -1.444 1.678 -0.413
H -0.146 -1.009 -1.643
H -0.673 1.222 -2.214
H 0.483 1.264 1.279
H 2.241 0.959 1.270
H 1.115 -0.291 1.817
H -1.351 -0.374 1.107
H -0.545 -1.913 0.743
H -2.007 -1.445 -0.126
```

Electronic structure analysis, natural (NBO) charges in units of e: -0.4340, -0.7373, -0.6071, 0.6160, 0.4526, -0.5229, -0.5151, 0.2360, 0.1205, 0.2462, 0.2407, 0.2396, 0.2283, 0.2144, 0.2223

=====

3.
C11H11NO2S in the gas phase at a distorted geometry, computed with ωB97M-V with the def2-TZVPD basis set.

Calculated values
HOMO	-0.312	Eh
ΔE to the lowest compared entry with this formula, charge and spin	270.8	kJ/mol
gap between HOMO and LUMO	8.974	eV
maximum force	0.074	hartree/bohr

Structure (XYZ):
```
26
C11H11NO2S | the OMol25 dataset | ωB97M-V with the def2-TZVPD basis set
C 0.210 -3.001 2.036
C 0.226 -2.653 0.731
C 0.061 -1.941 3.030
C 0.032 -1.324 0.302
C -0.086 -0.636 2.630
C -0.100 -0.325 1.296
C -1.060 0.580 -1.991
C -2.070 0.734 -1.216
C 0.636 1.446 -0.562
C -0.089 1.100 0.753
C 0.875 1.608 -2.939
N 0.238 1.049 -1.744
O 1.586 2.189 -0.413
O 0.355 2.015 1.722
S -1.988 1.551 0.364
H 0.352 -4.084 2.135
H 0.411 -3.436 0.044
H 0.166 -2.118 4.098
H 0.169 -1.080 -0.731
H -0.019 0.154 3.320
H -1.107 0.089 -2.877
H -3.066 0.490 -1.394
H 1.809 2.263 -2.709
H 1.251 0.707 -3.571
H 0.135 2.147 -3.658
H 1.074 2.476 1.344
```

Electronic structure analysis, natural (NBO) charges in units of e: -0.2165, -0.2109, -0.1849, -0.1981, -0.2093, -0.0679, -0.0533, -0.3523, 0.6441, 0.1684, -0.4385, -0.4471, -0.6318, -0.7096, 0.1882, 0.2219, 0.2055, 0.2165, 0.2128, 0.2336, 0.2037, 0.2324, 0.2685, 0.2038, 0.2174, 0.5033

=====

4.
2 unconnected molecules or ions with the total composition CHN3O2 at a distorted geometry, computed with ωB97M-V with the def2-TZVPD basis set.

Calculated values
HOMO (alpha / beta)	-0.373 / -0.319	Eh
ΔE to the lowest compared entry with this formula, charge and spin	535.8	kJ/mol
gap between HOMO and LUMO (alpha / beta)	9.876 / 6.714	eV
maximum force	0.102	hartree/bohr

Structure (XYZ):
```
7
CHN3O2 | the OMol25 dataset | ωB97M-V with the def2-TZVPD basis set
C 0.162 -0.525 1.425
N -0.299 -0.973 2.400
N 0.148 -1.202 -1.665
N 0.510 0.160 0.445
O -0.374 1.019 -0.222
O -0.258 -0.366 -2.279
H 0.111 1.887 -0.105
```

Electronic structure analysis, natural (NBO) charges in units of e: 0.3229, -0.2885, 0.2766, -0.1728, -0.5169, -0.1176, 0.4963

=====

5.
2 unconnected molecules or ions with the total composition C2H3N3OS at a distorted geometry, computed with ωB97M-V with the def2-TZVPD basis set.

Calculated values
HOMO	-0.311	Eh
ΔE to the lowest compared entry with this formula, charge and spin	465.8	kJ/mol
gap between HOMO and LUMO	8.448	eV
maximum force	0.165	hartree/bohr

Structure (XYZ):
```
10
C2H3N3OS | the OMol25 dataset | ωB97M-V with the def2-TZVPD basis set
C 1.079 -1.105 -0.178
C -0.890 -0.539 0.196
H -1.835 1.524 0.278
H 1.891 1.108 0.067
H 2.119 -1.547 -0.338
N -0.129 0.575 0.362
N 1.052 0.254 0.046
N -0.115 -1.557 -0.073
O -0.597 1.731 -0.304
S -2.575 -0.445 -0.056
```

Electronic structure analysis, natural (NBO) charges in units of e: 0.2468, 0.2125, 0.4415, 0.4587, 0.2266, 0.0063, -0.3611, -0.4859, -0.5773, -0.1682

=====

Number 4 is which compound? CHN3O2

=====

Which formula does entry 1 have? CH10O5